w.
This record from the Open Molecules 2025 dataset describes 13 unconnected molecules or ions with the total composition H26O13. The level of theory is wB97M-V/def2-TZVPD.

Last columns: bonded neighbours and bond lengths (Å).
Positions of all 39 atoms, in Å:
1 O 2.7566 -1.6822 1.8804  H2 0.965, H3 0.967
2 H 3.5459 -1.2281 1.5611  O1 0.965
3 H 2.2739 -0.9170 2.2229  O1 0.967
4 O 0.2449 -0.6022 0.3501  H5 0.987, H6 0.969
5 H 0.5155 0.3462 0.3832  O4 0.987
6 H 1.0976 -0.8711 -0.0233  O4 0.969
7 O 0.3403 1.0062 3.3153  H8 0.958, H9 0.961
8 H 0.9188 0.6761 4.0035  O7 0.958
9 H -0.5487 0.9174 3.6701  O7 0.961
10 O 1.5974 -1.2840 -2.1292  H11 0.959, H12 0.963
11 H 2.0619 -2.0688 -1.8326  O10 0.959
12 H 0.6508 -1.4604 -2.1395  O10 0.963
13 O -1.7664 0.4807 1.6558  H14 0.959, H15 0.959
14 H -0.8106 0.4133 1.6886  O13 0.959
15 H -2.0561 1.3040 1.2575  O13 0.959
16 O 1.7874 1.7180 -1.1899  H17 0.967, H18 0.962
17 H 1.4600 0.8579 -1.4857  O16 0.967
18 H 2.0016 2.2647 -1.9524  O16 0.962
19 O 0.9348 -3.7336 -0.7170  H20 0.959, H21 0.957
20 H 0.1683 -3.6097 -0.1539  O19 0.959
21 H 1.7172 -3.8661 -0.1820  O19 0.957
22 O -3.9174 -0.6335 -0.8373  H23 0.968, H24 0.960
23 H -3.1095 -0.2925 -0.4285  O22 0.968
24 H -4.4227 -1.0064 -0.1116  O22 0.960
25 O -0.2302 3.5897 -1.6397  H26 0.964, H27 0.947
26 H 0.3327 3.1420 -0.9972  O25 0.964
27 H -0.7342 4.3329 -1.3381  O25 0.947
28 O -4.0718 2.2307 0.0785  H29 0.966, H30 0.967
29 H -3.4260 2.7463 -0.4208  O28 0.966
30 H -3.6625 1.3550 0.1108  O28 0.967
31 O 3.8526 -1.0276 -0.4709  H32 0.970, H33 0.965
32 H 3.6027 -0.1305 -0.7411  O31 0.970
33 H 2.9984 -1.4295 -0.6701  O31 0.965
34 O 0.1255 2.1791 1.0023  H35 0.973, H36 0.963
35 H -0.0124 2.1715 1.9656  O34 0.973
36 H 1.0100 2.5327 0.8638  O34 0.963
37 O -2.4521 -3.1703 -2.1907  H38 0.945, H39 0.954
38 H -1.8683 -2.6827 -2.7519  O37 0.945
39 H -2.9060 -2.5679 -1.6059  O37 0.954

Values from the calculation:
HOMO level in eV: -11.21
LUMO level in Eh: -0.0049

***

x.
This record from the Open Molecules 2025 dataset describes 13 unconnected molecules or ions with the total composition H26O13. The level of theory is wB97M-V/def2-TZVPD.

Last columns: bonded neighbours and bond lengths (Å).
Positions of all 39 atoms, in Å:
1 H -0.1879 -0.0903 0.7230  O27 0.964
2 H 0.6420 -1.1338 -0.0066  O27 0.964
3 H 2.2425 -0.4015 -4.2823  O28 0.964
4 H 2.2371 -1.3942 -3.1314  O28 0.964
5 H -1.5385 3.4680 2.9157  O29 0.964
6 H -1.5255 4.0824 4.3058  O29 0.964
7 H 0.4039 1.8591 1.1873  O30 0.964
8 H 0.3590 1.9083 -0.3311  O30 0.964
9 H -0.8097 -2.0961 4.1540  O31 0.964
10 H -0.3775 -1.4273 2.8594  O31 0.964
11 H 5.0428 -0.3301 -3.4165  O32 0.964
12 H 4.5561 -0.6507 -2.0128  O32 0.964
13 H 2.7541 -5.2122 0.3658  O33 0.964
14 H 2.8528 -4.0462 1.3357  O33 0.964
15 H -2.6293 2.3654 -2.2143  O34 0.964
16 H -3.6435 1.4104 -1.6065  O34 0.964
17 H -3.2609 -0.1970 -2.7372  O35 0.964
18 H -2.5803 -1.3403 -2.0027  O35 0.964
19 H -1.0828 0.9122 3.0049  O36 0.964
20 H -0.4622 1.1806 4.3661  O36 0.964
21 H -3.6186 2.0992 1.3924  O37 0.964
22 H -3.3051 0.6363 1.1247  O37 0.964
23 H 4.2825 0.8938 1.1456  O38 0.964
24 H 4.2688 2.3683 0.7772  O38 0.964
25 H -2.3785 -3.0033 -2.2975  O39 0.964
26 H -1.9578 -3.2750 -3.7325  O39 0.964
27 O 0.1704 -0.3049 -0.1457  H1 0.964, H2 0.964
28 O 1.6672 -0.7803 -3.6082  H3 0.964, H4 0.964
29 O -1.4260 4.3084 3.3741  H5 0.964, H6 0.964
30 O 0.8534 1.5258 0.4025  H7 0.964, H8 0.964
31 O -1.0170 -1.3526 3.5767  H9 0.964, H10 0.964
32 O 4.2441 -0.5348 -2.9174  H11 0.964, H12 0.964
33 O 3.3834 -4.7331 0.9166  H13 0.964, H14 0.964
34 O -2.7985 1.4276 -2.0699  H15 0.964, H16 0.964
35 O -2.6179 -0.3780 -2.0424  H17 0.964, H18 0.964
36 O -0.6447 1.6006 3.5180  H19 0.964, H20 0.964
37 O -3.9920 1.3011 1.0016  H21 0.964, H22 0.964
38 O 3.8347 1.5311 0.5779  H23 0.964, H24 0.964
39 O -1.6924 -3.4342 -2.8196  H25 0.964, H26 0.964

Values from the calculation:
HOMO level in eV: -8.87
LUMO level in Eh: -0.0118

***

y.
This record from the Open Molecules 2025 dataset describes 13 unconnected molecules or ions with the total composition H26O13. The level of theory is wB97M-V/def2-TZVPD.

Last columns: bonded neighbours and bond lengths (Å).
Positions of all 39 atoms, in Å:
1 O 0.6435 -2.2692 1.5706  H2 0.976, H3 0.957
2 H 0.7805 -1.7882 2.4086  O1 0.976
3 H 0.5035 -3.1722 1.8546  O1 0.957
4 O -0.4205 2.1558 2.9386  H5 0.937, H6 0.965
5 H -0.6325 1.7278 2.1326  O4 0.937
6 H -0.4375 1.4288 3.5736  O4 0.965
7 O -2.8765 -2.1162 -1.4724  H8 0.974, H9 0.949
8 H -2.8965 -2.8322 -2.1324  O7 0.974
9 H -2.1765 -1.5722 -1.8124  O7 0.949
10 O 1.3085 1.1908 -2.1714  H11 0.924, H12 1.007
11 H 2.2135 1.0108 -2.2094  O10 0.924
12 H 1.1455 1.7958 -2.9594  O10 1.007
13 O 2.4945 2.0608 0.4846  H14 0.977, H15 0.982
14 H 1.8825 2.2088 -0.2624  O13 0.977
15 H 3.2305 2.4338 -0.0474  O13 0.982
16 O -1.9125 -2.1202 1.0326  H17 0.958, H18 0.967
17 H -2.2435 -2.0442 0.1366  O16 0.958
18 H -0.9785 -1.8702 1.0186  O16 0.967
19 O -0.1235 0.6448 0.4506  H20 0.958, H21 0.948
20 H -0.6755 0.3138 -0.2584  O19 0.958
21 H 0.7295 0.2748 0.2646  O19 0.948
22 O -1.3195 0.4248 -1.9744  H23 0.981, H24 0.966
23 H -0.3805 0.5558 -2.2274  O22 0.981
24 H -1.9465 0.8418 -2.5794  O22 0.966
25 O -0.3735 3.2448 0.0266  H26 0.966, H27 0.965
26 H -0.4545 2.3098 0.2546  O25 0.966
27 H 0.2315 3.6678 0.6486  O25 0.965
28 O 0.2215 -2.2472 -1.5564  H29 0.974, H30 0.934
29 H 0.5045 -2.9072 -2.2144  O28 0.974
30 H 1.0245 -1.9462 -1.1854  O28 0.934
31 O -3.4585 0.6198 -0.0734  H32 0.957, H33 0.956
32 H -2.7805 0.5468 -0.7444  O31 0.957
33 H -3.8375 -0.2442 0.0826  O31 0.956
34 O 2.1075 0.2938 2.4236  H35 0.970, H36 0.949
35 H 2.3745 0.8818 1.6996  O34 0.970
36 H 1.1705 0.4118 2.5206  O34 0.949
37 O 2.4045 -1.3702 -0.2604  H38 0.915, H39 1.003
38 H 1.8375 -1.6852 0.3846  O37 0.915
39 H 3.1145 -0.8622 0.2336  O37 1.003

Values from the calculation:
HOMO level in eV: -9.81
LUMO level in Eh: -0.0158

***

z.
This record from the Open Molecules 2025 dataset describes 13 unconnected molecules or ions with the total composition H26O13. The level of theory is wB97M-V/def2-TZVPD.

Last columns: bonded neighbours and bond lengths (Å).
Positions of all 39 atoms, in Å:
1 H 1.0491 0.7330 0.2430  O27 0.964
2 H 0.0959 -0.4496 0.2955  O27 0.964
3 H -1.5340 -0.1783 4.6136  O28 0.964
4 H -1.5319 1.2597 4.1214  O28 0.964
5 H 1.4935 2.8904 0.3438  O29 0.964
6 H 1.5241 3.0827 -1.1636  O29 0.964
7 H -1.6797 -1.6002 3.1072  O30 0.964
8 H -2.4653 -0.5854 2.2930  O30 0.964
9 H 0.8732 -0.7911 -2.0685  O31 0.964
10 H 0.4018 0.4894 -2.7379  O31 0.964
11 H -1.9285 1.5459 -0.8019  O32 0.964
12 H -2.4411 0.1358 -0.5593  O32 0.964
13 H -0.8706 3.3639 1.1229  O33 0.964
14 H -1.7704 4.4403 0.5381  O33 0.964
15 H -3.2122 -3.3145 -0.5122  O34 0.964
16 H -3.9437 -2.1021 0.0400  O34 0.964
17 H 2.3007 0.6374 1.7188  O35 0.964
18 H 3.7644 0.2447 1.8361  O35 0.964
19 H -2.2580 -1.9640 -2.4515  O36 0.964
20 H -0.8317 -1.4605 -2.3025  O36 0.964
21 H 2.8355 -2.7427 -1.8104  O37 0.964
22 H 1.7537 -2.7532 -0.7429  O37 0.964
23 H -1.4881 2.7871 -2.4617  O38 0.964
24 H -0.0007 3.0663 -2.6013  O38 0.964
25 H 4.4722 -1.5392 0.1731  O39 0.964
26 H 5.4778 -1.0414 1.1983  O39 0.964
27 O 0.4382 0.2246 -0.3022  H1 0.964, H2 0.964
28 O -1.4650 0.3499 3.8103  H3 0.964, H4 0.964
29 O 1.8193 2.4848 -0.4676  H5 0.964, H6 0.964
30 O -2.2340 -1.5206 2.3227  H7 0.964, H8 0.964
31 O 0.7485 -0.3881 -2.9351  H9 0.964, H10 0.964
32 O -1.7515 0.7512 -0.2860  H11 0.964, H12 0.964
33 O -1.7373 3.4947 0.7219  H13 0.964, H14 0.964
34 O -4.0975 -2.9736 -0.3419  H15 0.964, H16 0.964
35 O 3.1771 1.0081 1.8722  H17 0.964, H18 0.964
36 O -1.5646 -1.8283 -1.7960  H19 0.964, H20 0.964
37 O 2.6590 -3.0386 -0.9102  H21 0.964, H22 0.964
38 O -0.7114 2.5307 -2.9715  H23 0.964, H24 0.964
39 O 4.7083 -1.6142 1.1045  H25 0.964, H26 0.964

Values from the calculation:
HOMO level in eV: -10.09
LUMO level in Eh: -0.0159

***

Energy above the most stable structure, in eV: w 0.594; x 5.053; y 0.000; z 1.451